{
  "formula": "C34H41Cl73IN2O2S2",
  "method": "wB97M-V/def2-TZVPD",
  "total_charge": -1,
  "e_homo_ev": -5.59,
  "homo_lumo_gap_ev": 6.70,
  "total_energy_ha": -36268.15746,
  "multiplicity": 1,
  "lumo_energy_ha": 0.0408,
  "elements": ["C", "C", "N", "C", "C", "C", "S", "S", "C", "C", "C", "C", "Cl", "N", "I", "C", "O", "O", "H", "H", "H", "H", "H", "H", "H", "H", "H", "H", "H", "H", "H", "H", "H", "H", "H", "C", "Cl", "Cl", "Cl", "H", "C", "Cl", "Cl", "Cl", "H", "C", "Cl", "Cl", "Cl", "H", "C", "Cl", "Cl", "Cl", "H", "C", "Cl", "Cl", "Cl", "H", "C", "Cl", "Cl", "Cl", "H", "C", "Cl", "Cl", "Cl", "H", "C", "Cl", "Cl", "Cl", "H", "C", "Cl", "Cl", "Cl", "H", "C", "Cl", "Cl", "Cl", "H", "C", "Cl", "Cl", "Cl", "H", "C", "Cl", "Cl", "Cl", "H", "C", "Cl", "Cl", "Cl", "H", "C", "Cl", "Cl", "Cl", "H", "C", "Cl", "Cl", "Cl", "H", "C", "Cl", "Cl", "Cl", "H", "C", "Cl", "Cl", "Cl", "H", "C", "Cl", "Cl", "Cl", "H", "C", "Cl", "Cl", "Cl", "H", "C", "Cl", "Cl", "Cl", "H", "C", "Cl", "Cl", "Cl", "H", "C", "Cl", "Cl", "Cl", "H", "C", "Cl", "Cl", "Cl", "H", "C", "Cl", "Cl", "Cl", "H"],
  "positions_angstrom": [[-3.61695, -3.76579, 0.52723], [-2.55038, -4.59104, 1.25981], [-1.34040, -4.74734, 0.47414], [-0.62651, -6.00455, 0.70359], [-0.15878, -6.23279, 2.15097], [-0.46455, -3.65205, 0.56838], [0.02744, -2.97894, 1.96430], [0.21197, -2.99280, -0.96518], [-0.05571, -1.19482, -0.95793], [0.84238, -0.47809, -1.97123], [2.35539, -0.67467, -1.78794], [2.96965, -0.04502, -0.54753], [2.58567, -0.97990, 0.95873], [2.53257, 1.30363, -0.27695], [2.76842, 2.55606, -1.88899], [4.52056, -0.14683, -0.67649], [5.25594, 0.72747, -0.14539], [4.95528, -1.16228, -1.30433], [-4.41474, -3.59299, 1.24560], [-4.01020, -4.41706, -0.24689], [-3.22247, -2.84480, 0.11342], [-2.97557, -5.58929, 1.36794], [-2.40232, -4.22113, 2.27443], [0.23026, -6.12856, 0.05006], [-1.33159, -6.80208, 0.47148], [-0.00441, -7.31096, 2.27835], [0.77532, -5.70847, 2.30409], [-0.88513, -5.94440, 2.90307], [-1.08550, -1.02068, -1.27055], [0.01731, -0.79456, 0.04754], [0.53564, 0.56341, -2.00379], [0.59069, -0.89131, -2.95134], [2.89632, -0.28813, -2.64205], [2.55153, -1.73957, -1.75959], [3.19690, 1.65622, 0.40941], [-6.73370, -4.61826, 3.95683], [-5.01195, -4.98724, 3.89873], [-7.00311, -2.97271, 4.53687], [-7.47366, -4.83285, 2.36845], [-7.20481, -5.30275, 4.64850], [3.60154, -7.63045, 0.95129], [4.06929, -8.57891, -0.46141], [3.13677, -5.99854, 0.45982], [2.28619, -8.43446, 1.82664], [4.45626, -7.56021, 1.60964], [-5.73730, -4.03463, 8.36237], [-7.21288, -4.57378, 7.54240], [-4.98022, -5.36733, 9.23831], [-4.60412, -3.31619, 7.22444], [-6.03019, -3.26998, 9.07123], [4.64996, 5.68052, 0.64712], [5.00396, 4.08465, 0.00838], [4.87939, 6.91922, -0.60090], [3.00452, 5.75010, 1.28531], [5.33577, 5.88551, 1.45693], [7.35064, 0.97096, 2.27804], [8.10422, 2.51300, 2.71288], [8.47148, -0.36977, 2.57976], [5.85855, 0.73359, 3.17933], [7.11320, 0.98938, 1.21863], [-6.16728, -0.11360, 10.28895], [-6.89557, -0.27272, 11.89145], [-4.44876, -0.49726, 10.34574], [-6.99786, -1.15012, 9.12789], [-6.27777, 0.91193, 9.96521], [-10.10346, -1.18748, 5.60567], [-8.86778, -1.26833, 6.85899], [-11.71593, -1.30945, 6.31066], [-9.94497, 0.29618, 4.66359], [-9.96120, -2.02571, 4.93777], [-2.37034, -3.82937, -3.27565], [-1.84833, -4.75724, -4.68480], [-2.64094, -2.13939, -3.70782], [-3.82929, -4.53209, -2.56871], [-1.58107, -3.86605, -2.53061], [2.49497, 3.87009, -5.84847], [3.68320, 4.74207, -6.82965], [3.01209, 2.20818, -5.59327], [2.22560, 4.70408, -4.31038], [1.55927, 3.85333, -6.38928], [-11.81146, 1.87198, 1.68465], [-11.17142, 0.81325, 0.42499], [-12.20729, 3.45818, 1.02116], [-13.22212, 1.14563, 2.45187], [-11.04685, 2.00150, 2.43735], [0.08266, 7.33340, -2.31231], [-0.87345, 5.86927, -2.07600], [1.79644, 7.00673, -2.01942], [-0.16283, 7.97660, -3.93608], [-0.24771, 8.07444, -1.59835], [-10.55723, -0.43457, 10.65486], [-9.93352, -2.00695, 10.14996], [-10.29740, 0.78802, 9.40965], [-12.27086, -0.54601, 11.06500], [-10.01710, -0.12908, 11.54011], [0.38343, 2.82077, 2.61318], [-0.57475, 1.35427, 2.84286], [2.09087, 2.49731, 2.91463], [0.13620, 3.47600, 0.99292], [0.04993, 3.55764, 3.32962], [2.82914, 9.36716, -6.19139], [2.76732, 8.25754, -7.55989], [1.43011, 10.45752, -6.21360], [2.90431, 8.47535, -4.67602], [3.72425, 9.96502, -6.27802], [10.52388, -3.29539, 3.48317], [9.93632, -3.47384, 5.14390], [12.26521, -3.57914, 3.40922], [9.67170, -4.39109, 2.39978], [10.33131, -2.27838, 3.16213], [-0.11343, 10.97760, -9.72637], [0.22610, 9.37404, -10.37127], [0.17047, 12.21490, -10.95512], [-1.77090, 11.06814, -9.12507], [0.55847, 11.15987, -8.89829], [7.52789, -6.15195, 6.28220], [6.94144, -6.51513, 4.66264], [6.18375, -6.01416, 7.41911], [8.67573, -7.38073, 6.82223], [8.04132, -5.20210, 6.24784], [1.92594, -12.20406, 4.01915], [2.83104, -12.93053, 2.68978], [3.00173, -11.80333, 5.35897], [1.05539, -10.77273, 3.46988], [1.20283, -12.92604, 4.37034], [7.21715, -1.26023, -4.24802], [8.24878, -2.69246, -4.40537], [8.12914, 0.20181, -4.63366], [5.80894, -1.41035, -5.30355], [6.86990, -1.18959, -3.21683], [7.49135, -4.61054, -1.26594], [8.23674, -3.07999, -0.83251], [8.60411, -5.95852, -0.96892], [5.98798, -4.84232, -0.37162], [7.26357, -4.58525, -2.32292], [6.49298, 7.70445, -7.78763], [6.23496, 9.37420, -7.26370], [5.70119, 7.40234, -9.33501], [8.21716, 7.35670, -7.89324], [6.05807, 7.04467, -7.04817], [2.52230, 11.84305, -13.72487], [3.98374, 10.86291, -13.60361], [2.90162, 13.55629, -13.51526], [1.71416, 11.56900, -15.26976], [1.84845, 11.54458, -12.93320], [-2.97675, 8.47214, -6.65931], [-3.51852, 8.29821, -4.99017], [-1.32323, 7.88662, -6.86103], [-4.07158, 7.62391, -7.75389], [-2.99354, 9.52288, -6.91162], [-10.54677, -2.92173, 0.69251], [-12.28657, -3.15300, 0.51283], [-10.13677, -2.63943, 2.38310], [-9.66473, -4.30619, 0.02786], [-10.26395, -2.04334, 0.12980]],
  "forces_ev_per_a": [[0.26, -0.98, 0.68], [-0.85, -0.22, -0.07], [0.53, 0.15, -0.60], [-0.53, -0.72, 0.98], [-0.02, -0.53, -0.43], [0.66, 1.41, 0.26], [-0.50, 0.10, 0.07], [-0.27, -0.84, -0.37], [-0.45, 0.57, 0.28], [0.27, -0.76, 0.00], [-1.03, 0.02, 0.51], [1.04, 0.04, -0.51], [-0.04, 0.10, -0.05], [-0.51, 0.13, 0.10], [-0.42, -0.27, -0.10], [2.36, -1.49, -0.51], [-1.08, 0.26, 0.09], [-0.78, 1.04, 0.40], [-0.15, 0.41, -0.03], [-0.03, 0.48, 0.05], [-0.06, 0.20, -0.06], [0.07, -0.17, 0.08], [0.40, 0.16, 0.04], [0.02, 0.29, -0.33], [-0.09, -0.01, -0.28], [0.11, 0.32, 0.00], [0.15, -0.02, 0.39], [-0.15, 0.29, -0.02], [-0.12, -0.17, -0.04], [0.40, -0.12, 0.17], [0.07, 0.20, 0.16], [0.00, 0.04, -0.16], [0.04, 0.08, -0.22], [0.28, -0.11, 0.04], [0.15, 0.13, 0.03], [0.09, 0.06, -0.21], [-0.01, -0.03, 0.05], [-0.02, 0.05, -0.14], [0.14, -0.11, 0.15], [-0.01, 0.00, 0.05], [-0.24, 0.12, -0.20], [0.05, -0.04, 0.03], [-0.13, -0.09, 0.17], [0.61, 0.09, -0.24], [0.01, 0.01, 0.04], [0.17, -0.13, -0.03], [0.00, -0.05, 0.17], [-0.07, 0.02, 0.00], [-0.04, 0.02, 0.06], [0.14, -0.27, -0.03], [0.00, -0.27, -0.10], [0.39, 0.18, 0.42], [0.09, 0.09, 0.02], [0.01, 0.05, 0.04], [0.01, 0.10, 0.02], [-0.22, 0.02, -0.04], [0.05, 0.02, -0.01], [0.01, -0.01, -0.05], [0.06, 0.01, -0.05], [-0.19, -0.10, -0.04], [0.14, -0.13, 0.03], [-0.04, 0.04, -0.01], [-0.03, 0.02, -0.01], [0.31, 0.46, 0.21], [-0.04, 0.03, -0.02], [-0.08, -0.03, 0.11], [-0.24, 0.12, -0.39], [0.01, -0.03, -0.03], [0.07, 0.04, -0.01], [0.02, -0.03, 0.00], [-0.05, -0.11, -0.04], [0.01, 0.00, 0.00], [0.03, 0.01, 0.04], [0.00, -0.08, -0.68], [-0.01, 0.05, 0.02], [0.11, -0.10, 0.17], [-0.03, 0.04, -0.06], [-0.02, 0.04, -0.06], [0.01, 0.06, -0.37], [-0.02, 0.06, -0.03], [-0.15, -0.03, -0.04], [0.04, 0.01, -0.01], [0.04, -0.01, 0.02], [0.05, -0.02, 0.02], [0.04, -0.01, 0.02], [0.14, -0.14, -0.15], [0.01, 0.02, 0.04], [-0.16, 0.05, 0.25], [-0.26, -0.07, 0.35], [0.01, 0.02, 0.04], [-0.04, -0.10, -0.08], [-0.34, -0.03, 0.17], [0.04, 0.02, 0.05], [0.01, 0.01, 0.02], [0.03, 0.00, 0.03], [0.12, -0.16, -0.18], [-0.02, 0.00, 0.01], [-0.03, 0.04, 0.05], [-0.01, 0.05, 0.05], [-0.03, 0.01, 0.03], [-0.05, -0.23, 0.13], [-0.05, 0.09, 0.00], [-0.01, 0.07, 0.00], [0.36, 0.18, -0.25], [0.01, 0.06, -0.07], [-0.09, -0.21, -0.15], [0.04, 0.10, 0.02], [0.01, 0.06, 0.03], [0.02, 0.09, 0.05], [0.02, -0.05, 0.07], [-0.01, -0.20, -0.06], [0.02, 0.03, 0.02], [-0.02, 0.10, 0.05], [0.00, 0.06, 0.01], [0.01, 0.00, 0.03], [-0.11, -0.12, -0.03], [0.03, 0.04, -0.02], [0.02, 0.03, 0.01], [0.03, 0.03, 0.01], [0.02, 0.03, -0.02], [0.12, 0.12, -0.06], [-0.03, -0.02, 0.01], [-0.03, -0.02, 0.01], [-0.21, -0.26, 0.20], [-0.02, -0.03, 0.01], [-0.16, 0.04, 0.16], [0.01, 0.01, -0.02], [0.00, -0.03, 0.03], [0.02, 0.02, 0.07], [-0.07, -0.03, -0.06], [-0.13, 0.19, 0.24], [0.03, 0.05, 0.02], [0.04, -0.05, -0.04], [0.19, -0.01, -0.16], [-0.01, -0.03, -0.03], [0.04, -0.04, -0.12], [0.03, 0.02, 0.02], [0.04, -0.01, 0.02], [-0.02, -0.01, 0.03], [-0.05, 0.02, 0.03], [0.12, -0.01, -0.11], [-0.03, 0.00, 0.03], [-0.06, -0.05, 0.05], [-0.03, 0.00, 0.03], [0.01, 0.00, 0.00], [0.02, -0.17, 0.03], [-0.02, 0.03, -0.03], [-0.12, 0.07, -0.22], [0.00, 0.05, -0.05], [0.02, 0.03, -0.02], [-0.09, -0.17, -0.04], [0.02, 0.03, -0.03], [0.00, 0.04, -0.09], [-0.14, 0.17, -0.02], [0.03, 0.02, 0.00]]
}